Record 1
22 unconnected molecules or ions with the total composition C21H84N42O25S. Source: OMol25; level of theory: the ωB97M-V functional and the def2-TZVPD basis.

CARTESIAN COORDINATES (ANGSTROEM)
O: 7.078 2.136 2.247
H: 1.275 1.304 6.627
H: -3.874 -1.806 -1.667
H: 0.178 -0.248 -4.387
H: -1.225 -0.334 4.369
H: 7.952 -1.837 -2.675
O: 0.716 -1.741 6.566
H: -1.299 -0.664 2.618
O: 1.430 0.755 0.170
H: -6.524 2.177 -3.794
H: 1.889 -1.143 -4.320
H: 0.788 2.252 0.798
N: 3.558 3.167 -1.834
N: 3.396 1.463 2.307
N: 3.932 1.214 -2.418
H: -0.741 1.132 1.947
H: -1.203 -2.466 -8.016
H: 1.417 -4.822 0.376
N: 2.198 0.313 3.547
O: 4.330 0.378 4.074
N: -1.327 -2.384 -3.226
H: -0.689 6.619 -1.470
N: 0.668 5.492 -2.873
C: 3.829 -1.881 0.543
H: 4.365 -0.518 -0.759
H: 2.305 -3.454 7.018
H: -1.995 3.982 1.395
C: 2.207 -2.894 -3.269
C: 1.162 -2.504 5.725
N: -5.750 1.546 -3.645
C: -0.815 -5.939 -3.026
N: 0.666 3.046 1.410
O: 0.653 -1.187 -6.075
H: -1.041 -2.844 -4.078
N: 0.260 -6.565 -2.827
H: 2.965 -3.127 1.854
C: -0.125 -4.045 1.223
H: -2.097 -1.331 -1.601
H: 1.741 -2.489 -1.471
H: -0.641 -1.912 -2.654
H: -3.528 -0.280 2.042
H: 0.581 -6.689 -1.877
C: 0.096 2.866 2.563
H: -0.312 5.647 -3.062
O: -3.859 6.236 0.352
N: -4.239 2.033 4.506
H: 0.341 -0.158 6.679
N: -2.548 4.805 -0.657
H: -0.569 2.012 -2.150
C: -6.026 -3.814 1.371
C: 1.152 6.133 -1.901
N: -1.166 -5.876 -4.251
N: 2.019 -3.428 6.050
H: -5.782 0.538 -3.594
H: 0.160 -1.890 4.164
H: -1.227 -2.588 1.966
H: 2.079 -4.160 -1.771
H: 5.544 -3.028 -4.348
C: -0.632 1.496 6.081
O: -0.656 1.197 -0.740
N: 2.061 -3.207 -2.105
H: -0.838 3.178 5.320
O: 2.411 -3.742 -4.139
N: -3.156 0.282 1.289
H: -2.821 5.240 -1.526
N: 2.099 -1.605 -3.447
N: -1.487 -0.908 3.580
N: 2.777 -2.341 1.249
H: 1.212 -3.325 3.949
H: 1.542 0.361 2.780
N: 3.589 -0.847 -0.202
N: 0.609 -4.248 0.180
N: -4.967 -3.271 0.750
H: 4.691 0.553 -2.507
N: -0.101 0.467 -3.731
H: -2.770 1.378 -3.003
H: 2.519 1.420 1.809
C: 6.669 2.163 1.117
N: -1.364 -0.436 -6.764
H: -2.168 0.320 1.086
H: 0.375 -7.335 -3.470
N: 0.909 -2.503 4.452
N: -2.458 4.874 1.499
H: 0.435 7.343 -0.373
H: 4.201 1.969 1.967
N: -2.149 -2.227 5.091
O: 5.033 -2.365 0.596
N: -0.325 -2.335 -7.535
H: -6.029 2.749 5.929
O: -0.539 -0.150 1.077
H: -1.454 -1.803 5.688
O: 0.129 -4.689 2.265
H: 3.955 4.067 -1.604
C: -4.594 2.210 -3.382
O: -0.570 2.104 -5.257
C: -4.340 3.173 4.946
N: -3.775 1.275 -3.034
O: -3.615 3.946 4.467
H: -2.498 -3.135 5.364
C: 4.388 2.367 -2.372
O: 5.559 2.689 -2.547
H: -5.426 4.453 6.025
H: 1.172 3.920 1.386
H: 2.000 -1.053 -2.607
O: 2.337 5.969 -1.746
O: -3.339 -3.260 -3.469
N: -0.810 -2.906 1.103
N: 7.239 -2.249 -3.260
O: -1.450 -5.528 -2.091
H: -0.031 0.292 -2.739
C: -0.315 -1.315 -6.776
C: -2.516 -2.547 -2.940
N: -3.202 1.888 -0.143
H: 5.612 3.915 1.312
N: -0.881 2.419 -3.021
H: -1.152 0.443 -6.313
H: 5.586 3.139 -0.177
H: -3.606 2.065 3.719
H: -5.321 -3.079 3.136
H: 2.952 0.979 -2.482
H: -3.690 2.581 -0.693
H: 1.948 -1.780 1.383
H: 4.190 -1.939 -3.846
O: 0.232 3.733 3.399
O: -2.940 -2.578 2.968
N: 5.149 -2.256 -3.830
H: -1.058 1.639 3.624
N: 6.852 1.283 0.198
O: 0.183 -0.910 -1.210
H: -2.244 1.629 -0.327
H: -0.551 -6.243 -4.963
H: -2.121 -5.586 -4.407
O: 5.800 -0.710 -2.419
S: 0.109 0.142 -0.179
C: -0.517 1.712 -4.117
H: -0.886 3.424 -3.116
N: -6.158 -3.452 2.711
H: 0.329 -3.904 -0.727
H: -4.097 0.362 -2.745
C: 3.439 0.668 3.369
H: 2.723 -0.336 -0.112
H: -5.000 1.379 4.618
H: -4.241 -2.723 1.190
N: -0.377 2.727 6.096
H: -0.816 -2.332 0.271
N: -0.643 1.781 2.715
N: -2.907 -1.816 -1.960
O: -4.352 3.362 -3.491
H: -5.002 -3.402 -0.251
C: -2.313 -1.903 3.832
O: -1.546 0.995 5.516
H: 7.381 0.433 0.336
N: 0.375 0.847 6.588
C: -3.068 5.356 0.430
H: 1.200 4.959 -3.546
H: -1.807 4.118 -0.652
N: 0.270 6.791 -1.203
H: -2.024 -0.483 -7.527
C: -3.871 1.187 0.760
H: 2.263 -4.229 5.485
O: -5.042 1.301 1.019
H: 0.528 3.171 6.173
H: -6.981 -3.833 3.155
C: 6.028 -1.721 -3.088
H: -2.589 5.146 2.463
N: 5.915 3.114 0.777
O: -6.913 -4.367 0.737
H: 0.451 -2.979 -7.582
H: 2.173 -0.462 4.195
H: 6.362 1.327 -0.683
H: 7.510 -2.658 -4.143
H: 2.641 2.872 -1.529
N: -5.330 3.469 5.819

Calculated values
E (Ha): -5430.2673
LUMO energy (eV): 3.277
Spin multiplicity: 1
Net charge: -2
HOMO-LUMO gap (eV): 8.398

Record 2
27 unconnected molecules or ions with the total composition C21H92BClN3O37P2S2. Source: OMol25; level of theory: the ωB97M-V functional and the def2-TZVPD basis.

CARTESIAN COORDINATES (ANGSTROEM)
H: 4.537 -2.057 -6.243
O: -4.130 5.658 -2.904
C: -1.536 -0.147 3.086
O: 3.608 -0.607 1.717
H: -6.585 1.017 -4.844
H: 1.244 -6.701 -4.415
H: -1.809 -2.876 -6.137
B: 1.353 3.116 -0.584
C: -0.035 1.636 3.190
H: -1.860 -4.222 -0.967
H: -0.878 1.963 3.807
C: -0.142 -1.545 -3.102
C: -2.430 -1.307 2.622
H: 1.570 4.994 -0.501
S: 2.602 -3.493 1.294
H: 6.933 0.183 2.949
H: -1.301 -1.729 9.201
H: -2.421 5.770 3.518
H: 3.780 6.537 3.977
H: 6.882 1.533 -5.514
H: -1.078 -3.594 0.769
C: 0.236 -0.485 -0.795
O: -5.400 4.711 2.650
H: -0.656 -1.372 0.775
H: -3.749 4.190 1.101
H: 4.827 -0.799 -2.211
O: -2.161 5.146 4.204
O: 9.136 -1.205 -4.367
H: 2.618 0.862 3.233
H: -2.744 -3.587 -2.381
O: -0.430 5.220 -2.143
H: 2.633 1.397 1.126
C: -3.277 -0.935 5.937
O: 2.721 2.887 -0.842
H: -3.710 -1.557 6.723
O: 8.125 -2.021 -1.431
H: 2.282 3.684 3.469
H: -1.283 0.880 -2.700
H: -3.005 -5.108 1.035
C: -0.518 0.576 2.119
H: -0.913 -5.594 -3.804
H: 3.164 -2.515 -4.498
H: -1.046 -1.800 -3.675
H: -0.609 -7.074 -3.597
O: -0.226 -3.863 1.174
H: 8.466 -2.271 -2.300
O: 6.516 -0.682 2.885
O: -4.827 0.357 -3.811
O: 1.180 4.331 0.094
O: -3.155 3.481 1.403
H: 3.974 4.742 -1.203
O: -4.390 0.985 7.929
O: 4.077 5.695 -1.297
S: 2.107 -1.483 5.071
H: -5.654 3.572 -1.730
H: -1.084 -0.352 4.064
H: -4.422 2.726 -1.423
O: 1.464 -8.104 -2.817
C: 0.623 2.950 2.781
H: -3.344 -0.929 2.136
H: -2.555 -0.942 8.849
C: 1.614 -0.148 -1.406
H: 2.172 -8.404 -3.401
O: -1.459 2.260 5.873
Cl: 3.527 -0.325 -4.246
H: -0.973 2.308 0.959
H: -4.771 -1.879 4.701
N: -0.541 -1.285 -1.715
C: -2.709 1.323 0.847
H: -2.209 1.921 -1.720
O: 2.760 -3.354 -4.242
O: -5.085 2.889 -2.106
C: -1.526 -2.148 -1.297
C: 0.724 -0.405 1.757
O: 6.937 0.942 -4.754
H: -6.898 2.494 -5.054
H: 3.786 0.668 -2.091
H: 3.212 -1.508 -0.766
H: -1.219 3.152 5.590
H: -1.998 -2.112 2.016
H: -4.405 -6.427 -1.608
H: 9.204 -0.707 -3.543
H: -0.551 5.350 -1.194
H: -1.629 2.349 6.817
O: 5.100 -2.716 -6.663
H: -2.268 0.612 3.413
H: -4.773 1.306 -3.635
O: -7.308 1.658 -4.810
H: 8.751 -2.409 -0.811
O: 3.364 5.672 3.889
H: 6.027 0.668 -4.596
C: 1.294 -1.547 3.754
H: -5.373 0.020 -3.091
H: -1.811 -5.795 1.688
H: 2.128 0.520 -0.701
H: -5.940 5.393 3.065
O: -3.478 -6.174 -1.552
C: 3.851 -0.367 -2.445
O: -1.313 -6.419 -3.511
H: -0.186 6.093 -2.471
H: -0.954 -3.963 -2.435
H: 0.601 1.157 3.954
H: 0.218 -0.681 -3.674
H: -5.143 1.322 7.430
C: -1.156 1.224 0.841
H: 0.510 -2.418 -3.232
H: -4.397 1.505 8.742
O: -1.947 -1.603 8.498
H: -2.212 -1.208 5.919
H: 5.611 -0.494 2.604
H: 2.476 -1.999 -2.385
O: -0.068 3.893 2.614
H: -3.223 0.483 0.373
C: -0.534 0.944 -0.601
H: 1.593 1.507 -6.460
H: 1.551 0.437 -2.328
O: -2.334 -1.853 -0.444
H: 3.473 -3.998 -4.334
O: -1.452 -3.483 -5.479
P: 2.435 0.266 1.964
H: -1.611 4.498 3.743
C: 0.179 2.236 -1.152
H: -3.130 1.383 1.862
O: 0.063 4.901 6.053
C: -1.697 0.949 -1.687
H: 1.500 -8.711 -2.069
P: 0.960 -2.945 0.502
C: -3.871 -1.276 4.521
H: -4.179 -0.338 4.033
O: -3.137 2.579 0.340
N: 0.570 -1.505 2.789
H: 1.918 1.348 -4.980
H: 1.799 -5.430 -5.012
H: -0.932 -4.109 -5.998
H: 1.507 -4.409 -0.953
H: 4.917 5.891 -0.867
O: 1.730 -6.377 -5.181
H: -0.146 5.605 5.426
C: -1.790 -3.579 -1.851
N: 0.356 -1.236 0.525
O: 1.973 3.175 2.702
H: 1.020 4.950 6.165
H: 0.387 2.114 -2.228
H: -3.305 0.131 6.165
H: -4.153 4.723 -2.666
O: -2.880 -1.999 3.792
H: -3.002 -6.909 -1.954
H: 5.801 -2.879 -6.021
H: -2.507 0.239 -1.507
H: 3.227 3.218 -0.085
H: -3.742 5.670 -3.785
H: 8.366 -0.819 -4.803
O: 1.035 -3.561 -1.002
H: 2.494 5.869 3.518
H: -0.602 3.013 -1.163
H: -4.720 4.517 3.308
O: -2.773 -5.819 1.643
O: 1.270 1.735 -5.581
C: 2.733 -1.189 -1.702

Calculated values
E (Ha): -5767.2882
LUMO energy (eV): -3.003
Spin multiplicity: 1
Net charge: +1
HOMO-LUMO gap (eV): 8.493